# 1
{
  "formula": "C12H4Cl8InN3STe4",
  "method": "wB97M-V/def2-TZVPD",
  "elements": ["In", "Te", "Te", "Te", "Te", "N", "C", "H", "Cl", "C", "Cl", "Cl", "C", "N", "Cl", "C", "C", "C", "Cl", "C", "Cl", "C", "Cl", "C", "Cl", "S", "C", "C", "N", "C", "H", "H", "H"],
  "xyz": [[-0.304, -1.664, -0.766], [-1.750, -1.621, -3.051], [-2.034, -4.319, -3.091], [0.457, -5.267, -2.590], [1.347, -3.795, -0.484], [-2.928, -3.462, 0.831], [-2.068, -2.775, 0.489], [-3.661, -4.082, 1.106], [3.678, 0.212, 2.949], [3.319, -1.522, 3.002], [3.738, -2.187, 4.586], [4.201, -2.363, 1.724], [1.883, -1.699, 2.777], [0.759, -1.841, 2.594], [2.278, 0.089, -1.404], [1.373, 0.791, -0.099], [0.184, 0.182, 0.276], [-0.554, 0.805, 1.269], [-2.093, 0.147, 1.723], [-0.115, 1.966, 1.904], [-1.055, 2.703, 3.141], [1.103, 2.529, 1.529], [1.681, 3.942, 2.319], [1.851, 1.946, 0.510], [3.348, 2.643, 0.029], [-1.662, 3.285, -3.912], [-2.762, 2.983, -2.637], [-2.294, 1.976, -1.859], [-1.091, 1.440, -2.249], [-0.651, 2.040, -3.313], [-3.672, 3.547, -2.526], [-2.786, 1.584, -0.980], [0.280, 1.785, -3.798]],
  "de_lowest_ev": 0.435,
  "lumo_ev": -0.35,
  "homo_lumo_gap_ev": 6.6997,
  "largest_force_ev_per_a": 0.3,
  "spin_multiplicity": 1,
  "total_charge": 0,
  "e_homo_ev": -7.0
}

=====

# 2
{
  "formula": "C34H36Cl6F5N3O3PtSeSi",
  "method": "wB97M-V/def2-TZVPD",
  "elements": ["Pt", "Cl", "C", "C", "C", "Cl", "C", "Cl", "C", "Cl", "C", "Cl", "C", "C", "C", "C", "C", "O", "C", "C", "C", "C", "C", "C", "Cl", "C", "C", "C", "N", "C", "N", "C", "N", "H", "H", "H", "H", "H", "H", "H", "H", "H", "H", "H", "H", "H", "H", "H", "H", "H", "H", "H", "H", "H", "H", "F", "C", "C", "F", "C", "F", "C", "Se", "C", "F", "C", "F", "C", "C", "O", "O", "H", "H", "H", "C", "Si", "C", "C", "C", "H", "H", "H", "H", "H", "H", "H", "H", "H", "H", "H"],
  "xyz": [[2.243, 1.052, -0.302], [4.786, -0.620, -2.388], [3.574, 0.411, -3.051], [2.599, 1.017, -2.261], [1.662, 1.806, -2.922], [0.428, 2.514, -1.924], [1.654, 2.013, -4.290], [0.447, 2.993, -5.013], [2.637, 1.399, -5.059], [2.662, 1.628, -6.759], [3.593, 0.603, -4.438], [4.797, -0.166, -5.393], [-6.109, -0.334, 4.057], [-5.211, -1.232, 3.200], [-4.299, -2.046, 4.132], [-6.093, -2.245, 2.458], [-4.349, -0.406, 2.171], [-3.500, -1.309, 1.469], [-5.252, 0.390, 1.212], [-4.614, 1.051, -0.018], [-4.075, 0.092, -1.053], [-2.751, 0.175, -1.472], [-2.238, -0.697, -2.421], [-3.058, -1.678, -2.949], [-2.415, -2.793, -4.119], [-4.382, -1.787, -2.553], [-4.881, -0.898, -1.612], [-3.397, 0.532, 2.946], [-2.346, 1.114, 2.130], [-1.271, 0.520, 1.599], [-0.503, 1.412, 1.005], [-1.179, 2.570, 1.205], [-2.295, 2.443, 1.889], [-6.645, -0.948, 4.782], [-6.855, 0.192, 3.461], [-5.535, 0.404, 4.622], [-4.902, -2.773, 4.677], [-3.803, -1.430, 4.882], [-3.543, -2.588, 3.565], [-6.589, -2.889, 3.186], [-5.498, -2.886, 1.806], [-6.878, -1.774, 1.867], [-3.854, -1.480, 0.590], [-5.752, 1.168, 1.792], [-6.042, -0.273, 0.858], [-3.833, 1.752, 0.269], [-5.401, 1.651, -0.486], [-2.097, 0.925, -1.043], [-1.204, -0.626, -2.730], [-5.011, -2.555, -2.981], [-5.922, -0.980, -1.318], [-2.917, -0.017, 3.751], [-3.939, 1.370, 3.377], [-1.092, -0.540, 1.667], [-0.837, 3.530, 0.853], [3.814, -4.694, -4.280], [3.175, -3.874, -3.454], [3.351, -3.992, -2.086], [4.167, -4.929, -1.602], [2.690, -3.125, -1.235], [2.910, -3.259, 0.075], [1.842, -2.135, -1.710], [0.924, -0.962, -0.518], [1.671, -2.055, -3.086], [0.876, -1.125, -3.622], [2.331, -2.900, -3.958], [2.160, -2.783, -5.274], [3.000, 4.316, 2.015], [2.738, 3.038, 1.280], [3.090, 2.952, 0.046], [2.192, 2.050, 1.820], [3.967, 4.238, 2.514], [2.236, 4.473, 2.773], [3.037, 5.152, 1.321], [6.018, 1.891, -0.746], [5.510, 0.745, 0.650], [5.686, 1.598, 2.309], [6.654, -0.745, 0.676], [3.768, -0.017, 0.553], [6.687, 2.662, -0.355], [5.168, 2.399, -1.198], [6.557, 1.345, -1.520], [6.687, 2.021, 2.421], [5.534, 0.878, 3.117], [4.959, 2.393, 2.458], [7.659, -0.434, 0.971], [6.728, -1.228, -0.299], [6.315, -1.493, 1.398], [3.376, -0.169, 1.563], [3.806, -0.984, 0.062]],
  "de_lowest_ev": 0.294,
  "lumo_ev": -0.55,
  "homo_lumo_gap_ev": 8.0987,
  "largest_force_ev_per_a": 0.3,
  "spin_multiplicity": 1,
  "total_charge": 0,
  "e_homo_ev": -8.6
}

=====

# 3
{
  "formula": "C6H12O",
  "method": "wB97M-V/def2-TZVPD",
  "elements": ["C", "C", "C", "C", "C", "C", "H", "H", "H", "H", "H", "H", "H", "H", "H", "H", "O", "H", "H"],
  "xyz": [[-0.548, 1.371, 2.661], [-0.050, 0.415, 1.608], [-0.810, -0.122, 0.650], [-0.331, -0.512, -0.672], [-1.109, -0.517, -1.751], [-0.845, -1.142, -3.104], [0.186, 1.509, 3.449], [-1.535, 1.133, 3.072], [-0.670, 2.348, 2.167], [1.003, 0.187, 1.666], [-1.896, -0.051, 0.731], [0.701, -0.840, -0.774], [-2.126, -0.149, -1.597], [-0.483, -2.171, -3.080], [-1.740, -0.946, -3.689], [-0.056, -0.554, -3.595], [3.203, -0.266, 0.598], [3.097, 0.689, 0.551], [4.010, -0.383, 1.110]],
  "de_lowest_ev": 1.828,
  "lumo_ev": 0.76,
  "homo_lumo_gap_ev": 8.7292,
  "largest_force_ev_per_a": 1.8,
  "spin_multiplicity": 1,
  "total_charge": 0,
  "e_homo_ev": -8.0,
  "smiles": "C/C=C/C=C/C.O"
}

=====

# 4
{
  "formula": "C4H38NO13S",
  "method": "wB97M-V/def2-TZVPD",
  "elements": ["C", "C", "C", "S", "C", "N", "H", "H", "H", "H", "H", "H", "H", "H", "H", "H", "H", "H", "H", "H", "O", "H", "H", "O", "H", "H", "O", "H", "H", "O", "H", "H", "O", "H", "H", "O", "H", "H", "O", "H", "H", "O", "H", "H", "O", "H", "H", "O", "H", "H", "O", "H", "H", "O", "H", "H", "O"],
  "xyz": [[0.569, 1.519, -0.324], [0.980, 0.629, -1.474], [1.044, 1.124, -2.931], [-0.658, 1.142, -3.585], [-0.949, -0.619, -4.093], [-0.749, 1.209, 0.412], [1.334, 1.509, 0.450], [0.547, 2.643, -0.531], [0.318, -0.233, -1.457], [2.048, 0.303, -1.216], [1.710, 0.397, -3.430], [1.653, 2.053, -3.123], [-0.193, -0.859, -4.868], [-1.978, -0.420, -4.405], [-1.016, -1.455, -3.407], [-1.475, 1.709, -0.040], [-1.129, 0.279, 0.625], [-0.593, 1.549, 1.363], [-3.132, 1.432, 1.496], [-3.088, -0.076, 1.800], [-3.183, 0.565, 1.092], [-0.751, -2.951, -1.536], [-0.391, -1.904, -0.431], [-0.643, -2.006, -1.439], [1.991, -2.328, -1.784], [2.827, -1.858, -2.922], [2.530, -1.576, -2.032], [3.776, 0.734, 0.620], [4.382, 1.320, 1.996], [3.577, 1.004, 1.567], [-0.873, -0.747, 4.269], [0.343, -1.113, 3.393], [-0.604, -0.995, 3.371], [1.478, 2.491, 3.591], [2.363, 1.683, 2.435], [1.544, 2.245, 2.669], [3.660, -1.021, -0.955], [4.994, -0.304, -1.120], [4.327, -0.484, -0.461], [-1.071, 4.315, 1.983], [0.121, 3.106, 2.145], [-0.821, 3.412, 2.133], [-1.438, -3.376, 1.125], [-0.310, -2.562, 1.734], [-0.499, -3.152, 1.002], [-3.827, -0.738, -1.305], [-2.468, -1.258, -1.672], [-3.382, -1.555, -1.543], [-3.811, -3.149, 2.008], [-2.931, -2.892, 3.333], [-2.991, -2.806, 2.343], [2.606, -1.695, 1.957], [2.463, -0.167, 1.964], [1.890, -0.945, 2.080], [-3.512, 1.752, -0.390], [-3.554, 2.615, -1.674], [-3.054, 2.508, -0.809]],
  "de_lowest_ev": 1.795,
  "lumo_ev": -2.38,
  "homo_lumo_gap_ev": 8.5091,
  "largest_force_ev_per_a": 3.4,
  "spin_multiplicity": 1,
  "total_charge": 1,
  "e_homo_ev": -10.9
}

=====

# 5
{
  "formula": "F2NO2S",
  "method": "wB97M-V/def2-TZVPD",
  "elements": ["O", "S", "F", "F", "N", "O"],
  "xyz": [[-1.601, 0.252, -0.163], [-0.208, 0.712, -0.350], [0.230, 0.242, -1.972], [0.187, 1.203, 1.374], [0.911, -0.630, 0.451], [0.481, -1.779, 0.660]],
  "de_lowest_ev": 0.205,
  "lumo_ev": 4.06,
  "homo_lumo_gap_ev": 8.2103,
  "largest_force_ev_per_a": 4.9,
  "spin_multiplicity": 1,
  "total_charge": -1,
  "e_homo_ev": -4.1,
  "smiles": "O=S(F)(F)=N[O-]"
}

=====

# 6
{
  "formula": "C28H32F3I2MnN8O3SSe",
  "method": "wB97M-V/def2-TZVPD",
  "elements": ["Mn", "I", "C", "C", "C", "I", "C", "O", "C", "C", "N", "C", "C", "C", "C", "C", "C", "N", "C", "H", "H", "H", "H", "H", "H", "H", "H", "H", "H", "H", "Se", "C", "C", "C", "C", "C", "C", "H", "H", "H", "H", "H", "F", "C", "F", "F", "C", "O", "O", "C", "C", "N", "C", "S", "N", "C", "C", "H", "H", "H", "H", "H", "H", "H", "H", "H", "H", "H", "H", "N", "C", "N", "N", "C", "N", "H", "H", "H", "H"],
  "xyz": [[0.943, 0.073, 1.154], [-3.885, 3.527, -3.819], [-2.306, 2.982, -2.514], [-1.019, 2.855, -3.002], [-0.027, 2.476, -2.133], [1.965, 2.263, -2.794], [-0.244, 2.179, -0.767], [0.710, 1.767, -0.026], [-1.569, 2.440, -0.301], [-1.850, 2.315, 1.169], [-1.381, 1.038, 1.686], [-1.647, 0.873, 3.108], [-1.045, -0.423, 3.578], [-1.808, -1.397, 4.202], [-1.198, -2.572, 4.611], [0.169, -2.704, 4.409], [0.857, -1.683, 3.780], [0.269, -0.564, 3.354], [-2.575, 2.801, -1.171], [-0.802, 3.037, -4.041], [-2.932, 2.455, 1.352], [-1.320, 3.113, 1.707], [-1.877, 0.313, 1.158], [-2.728, 0.898, 3.334], [-1.152, 1.703, 3.638], [-2.864, -1.238, 4.348], [-1.773, -3.358, 5.077], [0.690, -3.597, 4.712], [1.928, -1.744, 3.612], [-3.576, 2.962, -0.793], [2.384, -1.910, 0.573], [4.065, -1.359, -0.159], [4.298, -0.020, -0.460], [5.517, 0.373, -0.979], [6.522, -0.558, -1.200], [6.287, -1.894, -0.914], [5.068, -2.294, -0.404], [3.509, 0.706, -0.283], [5.691, 1.414, -1.222], [7.484, -0.245, -1.587], [7.060, -2.629, -1.095], [4.872, -3.334, -0.191], [-1.080, -4.176, 1.613], [-2.103, -3.464, 1.126], [-3.013, -3.398, 2.135], [-2.683, -4.217, 0.171], [-1.711, -2.000, 0.649], [-2.632, -1.368, 0.133], [-0.562, -1.662, 0.929], [-4.526, -1.511, -3.961], [-3.754, -0.309, -3.412], [-2.552, -0.696, -2.720], [-1.296, -0.467, -3.123], [-0.005, -0.837, -2.161], [-1.085, 0.121, -4.368], [-1.329, -0.652, -5.582], [-1.144, 0.246, -6.797], [-5.343, -1.165, -4.591], [-4.924, -2.104, -3.142], [-3.873, -2.148, -4.554], [-4.399, 0.241, -2.718], [-3.473, 0.364, -4.225], [-2.644, -1.047, -1.769], [-0.124, 0.459, -4.389], [-2.345, -1.048, -5.561], [-0.630, -1.503, -5.637], [-1.869, 1.056, -6.786], [-1.275, -0.325, -7.713], [-0.146, 0.677, -6.789], [3.208, 3.242, 5.193], [3.010, 1.919, 5.529], [2.975, 1.616, 6.873], [2.864, 0.956, 4.676], [2.716, 1.039, 3.406], [2.550, 0.974, 2.250], [2.929, 3.933, 5.872], [2.971, 3.462, 4.237], [3.618, 2.131, 7.457], [2.969, 0.621, 7.040]],
  "lumo_ev": [1.66, 1.66],
  "homo_lumo_gap_ev": [5.3576, 5.4082],
  "largest_force_ev_per_a": 3.2,
  "spin_multiplicity": 2,
  "total_charge": -1,
  "e_homo_ev": [-3.7, -3.8]
}